# C44H52Br2F7NO19S2

6 unconnected molecules or ions with the total composition C44H52Br2F7NO19S2 (the ωB97M-V functional and the def2-TZVPD basis, OMol25).

```
127
C44H52Br2F7NO19S2 (the ωB97M-V functional and the def2-TZVPD basis)
C -1.658 -0.303 2.597
C -0.734 -1.218 2.327
C -0.526 -1.759 0.959
C -1.096 -2.973 0.590
C -0.923 -3.501 -0.677
C -0.165 -2.803 -1.602
Br 0.079 -3.522 -3.326
C 0.435 -1.599 -1.252
C 0.254 -1.080 0.023
N 0.909 0.130 0.338
C 0.760 1.196 -0.573
C 0.428 2.480 -0.136
C 0.248 2.671 1.353
C 1.559 2.475 2.158
C 2.333 3.718 2.509
C 1.785 4.696 3.336
C 2.525 5.811 3.703
C 3.826 5.974 3.244
C 4.381 5.004 2.419
C 3.640 3.882 2.063
C 0.241 3.494 -1.083
C -0.198 4.850 -0.588
O 0.757 5.379 0.302
C 0.322 6.596 0.860
C 0.408 3.250 -2.457
C 0.088 4.348 -3.450
C 1.183 5.319 -3.840
O 1.161 6.014 -4.797
Br 2.670 5.485 -2.571
C 0.791 1.955 -2.870
S 0.945 1.530 -4.604
O 0.806 2.692 -5.429
O 0.131 0.380 -4.867
C 2.707 0.934 -5.023
F 2.875 1.320 -6.311
F 2.696 -0.403 -4.981
C 3.938 1.456 -4.231
F 4.966 0.614 -4.504
F 3.699 1.417 -2.908
C 4.398 2.895 -4.637
F 3.343 3.657 -4.960
F 5.232 2.838 -5.684
F 5.037 3.454 -3.600
C 0.974 0.926 -1.921
S 1.491 -0.710 -2.337
H -2.300 0.082 1.813
H -1.809 0.070 3.601
H -0.123 -1.607 3.135
H -1.681 -3.520 1.319
H -1.360 -4.447 -0.958
H 0.673 0.397 1.284
H -0.228 3.615 1.597
H -0.452 1.889 1.665
H 2.212 1.799 1.608
H 1.301 1.979 3.098
H 0.773 4.575 3.706
H 2.086 6.555 4.356
H 4.427 6.828 3.526
H 5.397 5.106 2.061
H 4.081 3.127 1.424
H -0.331 5.565 -1.398
H -1.171 4.763 -0.082
H -0.149 7.236 0.106
H 1.188 7.109 1.267
H -0.401 6.430 1.668
H -0.677 4.994 -3.017
H -0.341 3.974 -4.367
C -2.691 -7.598 4.437
O -2.521 -8.447 3.296
C -2.347 -7.798 2.149
O -2.325 -6.602 2.009
O -2.198 -8.696 1.177
C -1.997 -8.131 -0.122
H -2.815 -8.261 5.287
H -1.813 -6.974 4.587
H -3.574 -6.972 4.320
H -1.093 -7.526 -0.141
H -2.852 -7.524 -0.412
H -1.894 -8.974 -0.797
C -1.692 -0.509 -7.423
O -3.073 -0.900 -7.372
C -3.277 -2.066 -6.766
O -2.428 -2.777 -6.293
O -4.588 -2.317 -6.765
C -4.947 -3.547 -6.133
H -1.672 0.458 -7.919
H -1.282 -0.417 -6.424
H -1.115 -1.230 -7.999
H -4.650 -3.545 -5.086
H -4.491 -4.395 -6.640
H -6.029 -3.616 -6.203
C -8.478 -1.470 -6.132
O -9.855 -1.850 -6.071
C -10.066 -3.020 -5.474
O -9.218 -3.742 -5.018
O -11.376 -3.259 -5.471
C -11.746 -4.497 -4.857
H -8.447 -0.514 -6.645
H -8.063 -1.364 -5.132
H -7.904 -2.204 -6.693
H -11.441 -4.513 -3.813
H -11.295 -5.335 -5.383
H -12.828 -4.550 -4.929
C 7.318 7.216 7.110
O 8.542 7.107 6.378
C 8.383 6.989 5.061
O 7.330 6.971 4.479
O 9.586 6.893 4.500
C 9.562 6.758 3.076
H 7.606 7.302 8.153
H 6.765 8.100 6.801
H 6.704 6.329 6.964
H 9.091 7.625 2.617
H 9.030 5.854 2.787
H 10.601 6.693 2.769
C -0.487 -6.623 10.246
O 0.759 -6.837 9.577
C 0.649 -7.052 8.268
O -0.378 -7.075 7.642
O 1.869 -7.237 7.770
C 1.900 -7.484 6.361
H -0.237 -6.464 11.290
H -0.991 -5.746 9.845
H -1.131 -7.494 10.144
H 1.486 -6.638 5.815
H 1.343 -8.386 6.117
H 2.947 -7.613 6.108
```

LUMO: -0.11 eV
HOMO-LUMO gap: 8.114 eV
HOMO energy: -8.23 eV
Spin multiplicity: 1

=====

# C6H15N3S

2 unconnected molecules or ions with the total composition C6H15N3S in a non-equilibrium geometry (the ωB97M-V functional and the def2-TZVPD basis, OMol25).

```
25
C6H15N3S (the ωB97M-V functional and the def2-TZVPD basis)
C 0.064 -0.859 -0.426
C 4.024 1.116 -0.960
C -1.930 1.029 -1.998
C -2.600 1.559 0.357
C 2.682 0.345 -0.997
C -1.911 0.467 -0.537
N -0.097 -1.968 -0.829
N -0.555 0.257 -0.134
N 2.157 -0.225 0.275
S 1.877 0.849 1.495
H 3.875 2.158 -0.801
H 4.616 0.798 -0.150
H 4.342 1.005 -1.947
H -2.542 1.956 -1.928
H -0.866 1.374 -2.295
H -2.325 0.413 -2.860
H -1.843 2.334 0.376
H -2.765 1.335 1.463
H -3.597 1.842 -0.056
H 3.114 -0.472 -1.515
H 1.967 1.010 -1.487
H -2.399 -0.485 -0.585
H 0.714 -2.529 -0.806
H 1.337 -0.197 2.291
H -0.156 0.853 0.550
```

LUMO (alpha / beta): 0.58 / 0.58 eV
HOMO-LUMO gap (alpha / beta): 7.644 / 7.641 eV
HOMO energy (alpha / beta): -7.07 / -7.07 eV
ΔE to the lowest compared entry with this formula, charge and spin: 44.6 kcal per mole
Spin multiplicity: 1

=====

# H6NOSi2

A gas-phase ion, H6NOSi2 (charge -1) in a non-equilibrium geometry (the ωB97M-V functional and the def2-TZVPD basis, OMol25).

```
10
H6NOSi2 (the ωB97M-V functional and the def2-TZVPD basis)
Si -1.707 0.428 0.127
N -0.426 1.554 -0.888
O 0.941 1.240 -0.594
Si 1.737 0.530 0.547
H -2.065 -0.719 -0.901
H -2.718 1.383 0.297
H -1.377 -0.246 1.370
H 2.106 -1.015 0.230
H 2.891 1.211 1.022
H 1.011 0.173 1.887
```

LUMO: 4.10 eV
HOMO-LUMO gap: 5.944 eV
HOMO energy: -1.84 eV
ΔE to the lowest compared entry with this formula, charge and spin: 93.3 kcal per mole
Spin multiplicity: 1
Charge: -1

=====

# C3H6O2

A molecular structure, C3H6O2 in a non-equilibrium geometry (the ωB97M-V functional and the def2-TZVPD basis, OMol25).

```
11
C3H6O2 (the ωB97M-V functional and the def2-TZVPD basis)
O -1.904 -0.507 -0.646
C -1.093 0.483 -0.172
C 0.920 0.783 0.552
C 1.150 -0.673 0.612
O 0.509 -0.343 -0.626
H -1.692 -0.680 -1.579
H -1.002 1.375 -0.794
H -1.378 0.652 0.863
H 1.787 1.296 0.099
H 0.553 -1.311 1.279
H 2.150 -1.075 0.412
```

LUMO: 0.79 eV
HOMO-LUMO gap: 8.771 eV
HOMO energy: -7.98 eV
ΔE to the lowest compared entry with this formula, charge and spin: 151.4 kcal per mole
Spin multiplicity: 1

=====

Number 1: E_tot -267640.8742 eV. Number 2: E_tot -21766.3652 eV. Number 3: E_tot -19387.0324 eV. Number 4: E_tot -7297.1129 eV.